<P>
Entry from the Open Molecules 2025 dataset: a cluster of 2 separate species, C5H8N2O3 in total (the ωB97M-V functional and the def2-TZVPD basis).

```
18
Properties=species:S:1:pos:R:3:nbo_charge:R:1
N 1.569 2.068 1.482 -1.124
C -0.458 2.694 2.946 0.816
O -1.027 3.586 2.357 -0.493
C -1.195 1.452 3.356 0.098
O -0.511 0.476 4.176 -0.532
C -1.828 -0.118 3.968 0.054
C -2.580 1.247 4.035 -0.043
N -3.264 1.083 2.728 -0.593
C -1.963 0.401 2.504 -0.042
H 2.131 2.424 0.716 0.374
H 1.795 2.677 2.486 0.410
H -2.047 -1.094 4.411 0.211
H -2.995 1.777 4.900 0.220
H -4.027 0.408 2.794 0.344
H -1.657 -0.062 1.561 0.219
H 1.751 1.095 1.706 0.362
O 0.703 3.104 3.921 -0.768
H 0.768 2.416 4.600 0.487
```

Summary:
E_HOMO   -9.7 eV
Kohn-Sham gap   10.353 eV

---

<Q>
Entry from the Open Molecules 2025 dataset: a cluster of 2 separate species, C5H8N2O3 in total (the ωB97M-V functional and the def2-TZVPD basis).

```
18
Properties=species:S:1:pos:R:3:nbo_charge:R:1
C -3.598 0.537 0.397 -0.302
C -3.287 -0.577 -0.430 -0.300
C -2.092 -1.086 0.001 -0.084
N -1.670 -0.321 1.056 -0.513
C -2.582 0.669 1.304 -0.077
H -4.469 1.166 0.333 0.223
H -3.875 -0.961 -1.246 0.224
H -1.512 -1.923 -0.347 0.211
H -0.825 -0.469 1.577 0.407
H -2.432 1.376 2.102 0.211
N 2.006 -0.427 -0.200 -0.491
O 2.940 0.579 -0.601 -0.418
C 4.202 0.087 -0.724 0.966
O 4.568 -1.011 -0.462 -0.561
O 4.993 1.074 -1.209 -0.685
H 1.582 -0.735 -1.071 0.349
H 1.314 0.107 0.316 0.345
H 4.738 1.914 -0.797 0.495
```

Summary:
E_HOMO   -8.6 eV
SMILES   c1cc[nH]c1.NOC(=O)O
Kohn-Sham gap   9.001 eV

---

<R>
Entry from the Open Molecules 2025 dataset: a structure of composition C5H8N2O3 (the ωB97M-V functional and the def2-TZVPD basis).

```
18
Properties=species:S:1:pos:R:3:nbo_charge:R:1
N 2.582 -4.238 3.430 -0.822
C 3.525 -3.424 2.801 0.050
C 4.885 -3.549 2.762 0.030
O 5.445 -2.429 2.235 -0.400
C 4.442 -1.602 1.861 0.032
C 3.258 -2.086 2.337 0.027
N 1.990 -1.499 2.409 -0.869
C 1.373 -1.042 0.398 0.645
O 1.935 -1.028 -0.679 -0.528
H 1.715 -4.337 2.912 0.370
H 2.947 -5.135 3.727 0.384
H 5.556 -4.347 3.061 0.199
H 4.675 -0.857 1.108 0.216
H 1.320 -1.913 3.049 0.398
H 0.518 -1.724 0.576 0.152
H 2.196 -0.195 2.408 0.474
O 1.309 0.471 1.275 -0.812
H 0.762 0.129 2.032 0.454
```

Summary:
E_HOMO   -8.1 eV
Kohn-Sham gap   8.521 eV

---

Which structure is the least stable? The one labeled <P>.

---

<P>
Entry from the Open Molecules 2025 dataset: the molecule C4H9N3O (the ωB97M-V functional and the def2-TZVPD basis).

```
17
Properties=species:S:1:pos:R:3:nbo_charge:R:1
C 1.876 -0.634 1.137 -0.393
N 0.769 -0.857 0.271 -0.613
C 0.051 0.258 -0.106 0.632
N 0.617 1.396 0.354 -0.673
C -0.040 2.554 0.032 0.513
O -1.107 2.511 -0.652 -0.682
N -1.002 0.061 -0.885 -0.615
C -1.538 -1.352 -1.003 -0.438
H 2.788 -0.174 0.744 0.199
H 1.595 -0.005 1.906 0.216
H 2.061 -1.679 1.508 0.182
H 0.562 -1.855 -0.040 0.410
H 0.164 3.525 0.452 0.151
H -1.533 1.037 -0.857 0.468
H -1.516 -1.816 0.012 0.201
H -2.723 -1.088 -1.110 0.230
H -1.023 -1.883 -1.764 0.211
```

Summary:
E_HOMO   -9.2 eV
SMILES   CNC(=NC=O)NC
Kohn-Sham gap   9.815 eV

---

<Q>
Entry from the Open Molecules 2025 dataset: the molecule C4H9N3O (the ωB97M-V functional and the def2-TZVPD basis).

```
17
Properties=species:S:1:pos:R:3:nbo_charge:R:1
H -0.940 1.900 -2.634 0.364
N -0.617 1.136 -1.996 -0.652
C -0.779 1.295 -0.783 0.187
C -0.724 0.021 0.152 -0.244
C -1.283 0.415 1.478 0.459
O -2.373 0.861 1.634 -0.499
N 0.705 -0.290 0.085 -0.296
C 1.326 -1.236 1.006 -0.396
N 1.113 -0.727 -1.132 -0.683
H -1.191 2.146 -0.251 0.166
H -1.373 -0.695 -0.225 0.201
H -0.484 0.207 2.206 0.107
H 2.385 -1.141 0.960 0.206
H 1.006 -0.965 2.044 0.172
H 1.050 -2.271 0.777 0.181
H 0.384 -0.684 -1.875 0.383
H 1.792 0.027 -1.445 0.345
```

Summary:
E_HOMO   -8.1 eV
SMILES   [H]/N=C/[C@H](C=O)N(C)N
Kohn-Sham gap   9.046 eV

---

Which structure is the least stable? The one labeled <Q>.

---

<P>
Entry from the Open Molecules 2025 dataset: the molecule C4H9N3O (the ωB97M-V functional and the def2-TZVPD basis).

```
17
Properties=species:S:1:pos:R:3:nbo_charge:R:1
C -1.009 -0.702 1.321 -0.622
C -1.302 -0.759 -0.171 -0.518
C -0.364 -0.021 -1.257 0.553
O -0.254 -0.383 -2.388 -0.483
C 0.503 0.865 -0.434 0.251
N -0.066 2.088 -0.085 -0.817
N 1.695 0.592 -0.043 -0.296
N 2.310 -0.583 -0.416 -0.651
H -0.041 -1.142 1.554 0.206
H -1.766 -1.270 1.861 0.221
H -1.044 0.321 1.685 0.225
H -1.345 -1.797 -0.521 0.224
H -2.283 -0.316 -0.374 0.228
H -0.535 2.557 -0.848 0.380
H 0.615 2.681 0.371 0.393
H 3.150 -0.710 0.134 0.365
H 1.737 -1.421 -0.388 0.342
```

Summary:
E_HOMO   -8.2 eV
SMILES   CCC(=O)/C(N)=N\N
Kohn-Sham gap   9.133 eV

---

<Q>
Entry from the Open Molecules 2025 dataset: a cluster of 4 separate species, C4H9N3O in total (the ωB97M-V functional and the def2-TZVPD basis).

```
17
Properties=species:S:1:pos:R:3:nbo_charge:R:1
C -2.293 -0.422 0.077 -0.252
C 0.804 1.376 0.001 0.409
C 2.003 0.500 0.338 -0.419
C 2.067 -0.808 0.209 0.079
H -3.626 -0.187 1.485 0.194
H -1.742 -2.212 -0.166 0.150
H -2.594 0.665 -1.431 0.238
H -1.293 1.297 -0.319 0.347
H -0.421 2.744 -0.292 0.316
H 3.030 0.778 0.729 0.252
H 2.996 -1.286 0.309 0.202
H 0.883 -2.804 -0.162 0.413
H 0.041 -1.233 -0.730 0.434
N -0.591 0.662 -0.420 -0.383
N 0.694 2.640 -0.006 -0.591
N 1.089 -1.636 -0.345 -0.876
O -1.046 -0.073 0.724 -0.513
```

Summary:
E_HOMO   -8.5 eV
Kohn-Sham gap   6.399 eV

---

Which structure is the least stable? The one labeled <Q>.

---

<P>
Entry from the Open Molecules 2025 dataset: the molecule C17H19NO4 (the ωB97M-V functional and the def2-TZVPD basis).

```
41
Properties=species:S:1:pos:R:3:nbo_charge:R:1
C -2.133 2.494 -2.355 -0.642
C -0.907 1.982 -1.624 -0.087
O -0.948 2.131 -0.196 -0.511
C -1.584 1.089 0.403 0.817
O -2.398 0.351 -0.079 -0.601
C -1.431 1.158 1.925 -0.517
C -1.598 -0.068 2.861 -0.392
C -0.207 -0.584 3.401 -0.406
C 0.429 -1.776 2.619 -0.167
N 1.630 -2.396 3.077 0.165
O 2.522 -1.799 3.613 -0.301
C 0.536 -1.565 1.099 -0.103
C -0.385 -2.156 0.191 -0.193
C -0.276 -2.062 -1.196 -0.167
C 0.669 -1.216 -1.633 -0.125
C 0.816 -1.053 -3.016 -0.152
C 1.767 -0.201 -3.627 -0.225
C 2.549 0.543 -2.801 -0.213
C 2.338 0.530 -1.370 -0.199
C 1.488 -0.470 -0.833 -0.033
C 1.429 -0.616 0.616 0.320
O 2.344 0.097 1.439 -0.695
H -3.052 2.115 -2.023 0.228
H -2.149 2.161 -3.432 0.219
H -2.248 3.622 -2.373 0.208
H 0.067 2.468 -1.900 0.201
H -0.797 0.934 -1.820 0.194
H -2.161 1.909 2.167 0.240
H -0.583 1.698 2.190 0.227
H -1.965 -0.918 2.254 0.219
H -2.272 0.068 3.691 0.222
H -0.359 -0.955 4.338 0.203
H 0.614 0.106 3.544 0.219
H -0.375 -2.531 2.703 0.223
H -1.285 -2.713 0.419 0.226
H -1.029 -2.566 -1.848 0.228
H 0.176 -1.557 -3.705 0.204
H 1.803 -0.114 -4.691 0.218
H 3.281 1.219 -3.300 0.216
H 2.929 1.231 -0.733 0.243
H 2.755 -0.590 2.006 0.492
```

Summary:
E_HOMO   -8.1 eV
SMILES   CCOC(=O)CCC[C@H](N=O)c1ccc2ccccc2c1O
Kohn-Sham gap   7.669 eV

---

<Q>
Entry from the Open Molecules 2025 dataset: the molecule C17H19NO4 (the ωB97M-V functional and the def2-TZVPD basis).

```
41
Properties=species:S:1:pos:R:3:nbo_charge:R:1
O -1.865 -2.161 -1.035 -0.574
C -1.182 -1.393 -0.422 0.824
O -0.708 -1.637 0.805 -0.705
C -0.877 0.038 -0.874 -0.142
C -1.639 0.991 0.065 -0.453
C -3.093 0.608 0.105 0.064
C -3.622 -0.070 1.195 -0.233
C -4.952 -0.449 1.210 -0.205
C -5.769 -0.157 0.132 -0.214
C -5.251 0.521 -0.958 -0.202
C -3.922 0.902 -0.970 -0.228
N 0.559 0.267 -0.851 -0.487
C 1.191 1.493 -0.720 0.731
O 0.656 2.568 -0.737 -0.567
C 2.659 1.189 -0.493 -0.315
C 2.846 1.123 1.034 -0.389
C 4.102 0.349 1.412 -0.398
C 3.994 -1.079 0.891 -0.401
C 3.945 -1.072 -0.632 -0.396
C 2.831 -0.175 -1.164 -0.306
C 1.444 -0.774 -1.062 0.718
O 1.119 -1.925 -1.191 -0.565
H -0.916 -2.550 1.057 0.504
H -1.250 0.143 -1.900 0.230
H -1.523 2.012 -0.299 0.256
H -1.200 0.922 1.062 0.223
H -2.987 -0.300 2.039 0.210
H -5.351 -0.976 2.065 0.212
H -6.806 -0.457 0.141 0.213
H -5.885 0.754 -1.801 0.213
H -3.523 1.436 -1.820 0.207
H 3.304 1.961 -0.915 0.236
H 1.984 0.619 1.480 0.203
H 2.879 2.139 1.429 0.226
H 4.983 0.832 0.984 0.196
H 4.210 0.348 2.498 0.214
H 3.087 -1.544 1.285 0.202
H 4.848 -1.671 1.224 0.215
H 4.902 -0.715 -1.019 0.205
H 3.779 -2.083 -1.010 0.234
H 2.998 -0.025 -2.239 0.243
```

Summary:
E_HOMO   -9.2 eV
SMILES   O=C(O)[C@@H](Cc1ccccc1)N1C(=O)[C@H]2CCCC[C@H]2C1=O
Kohn-Sham gap   9.852 eV

---

Which structure is the least stable? The one labeled <P>.

---

<P>
Entry from the Open Molecules 2025 dataset: the ion C5H11O with charge +1 (the ωB97M-V functional and the def2-TZVPD basis).

```
17
Properties=species:S:1:pos:R:3:nbo_charge:R:1
C 0.427 -0.987 -2.158 0.364
C -0.738 1.192 -0.017 -0.636
C 1.537 0.070 0.414 -0.690
C -0.730 -0.999 1.213 -0.588
C 0.054 -0.122 0.082 0.250
O -0.247 -0.687 -1.169 -0.310
H -0.088 -1.301 -3.059 0.231
H 1.496 -1.125 -1.875 0.205
H -1.846 0.999 -0.204 0.240
H -0.726 1.670 0.941 0.251
H -0.529 1.810 -0.946 0.236
H 2.157 -0.819 0.341 0.240
H 1.941 0.991 -0.112 0.245
H 1.682 0.447 1.348 0.263
H -1.676 -0.476 1.299 0.233
H -0.828 -2.058 0.954 0.237
H -0.091 -0.833 2.026 0.230
```

Summary:
E_HOMO   -15.9 eV
Charge   +1
Kohn-Sham gap   9.915 eV

---

<Q>
Entry from the Open Molecules 2025 dataset: a structure of composition C5H11O (the ωB97M-V functional and the def2-TZVPD basis).

```
17
Properties=species:S:1:pos:R:3:nbo_charge:R:1
C 0.196 -0.720 0.453 0.130
C 0.213 0.758 0.714 0.105
C 1.150 -1.507 -0.366 -0.681
C 1.189 1.570 0.022 -0.696
C -2.220 0.099 -0.220 -0.302
O -0.741 0.108 -0.279 -0.348
H -0.431 -1.566 1.289 0.252
H -0.228 0.977 1.662 0.251
H 1.308 -1.029 -1.261 0.237
H 0.937 -2.478 -0.638 0.257
H 2.124 -1.575 0.074 0.261
H 2.184 1.266 0.328 0.268
H 1.101 2.678 -0.079 0.276
H 1.297 1.206 -1.050 0.257
H -2.756 -0.257 0.753 0.234
H -2.778 1.094 -0.401 0.258
H -2.545 -0.622 -1.001 0.241
```

Summary:
E_HOMO   -16.6 eV
Charge   +1
Kohn-Sham gap   13.684 eV

---

Which structure is the least stable? The one labeled <Q>.

---

<P>
Entry from the Open Molecules 2025 dataset: a cluster of 2 separate species, C3H12N3O in total (the ωB97M-V functional and the def2-TZVPD basis).

```
19
Properties=species:S:1:pos:R:3:nbo_charge:R:1
N 0.312 0.197 -3.271 -0.898
C 0.518 1.130 -2.130 0.145
O 0.877 0.472 -1.009 -0.962
H 0.547 0.656 -4.148 0.314
H 1.039 -0.494 -3.100 0.347
H 1.359 1.806 -2.464 0.033
H -0.367 1.788 -2.003 0.074
C -0.309 -1.187 1.410 -0.240
C -0.404 0.255 1.881 -0.209
N 0.898 0.904 1.689 -0.922
N -1.635 -1.846 1.418 -0.864
H 0.197 -1.136 0.447 0.239
H 0.311 -1.793 2.084 0.154
H -1.168 0.711 1.229 0.157
H -0.744 0.334 2.918 0.161
H 1.131 1.674 2.293 0.336
H 1.095 1.058 0.667 0.443
H -2.189 -1.691 0.586 0.352
H -1.468 -2.839 1.503 0.340
```

Summary:
E_HOMO   -2.9 eV
Charge   -1
Kohn-Sham gap   7.210 eV

---

<Q>
Entry from the Open Molecules 2025 dataset: a cluster of 2 separate species, C3H12N3O in total (the ωB97M-V functional and the def2-TZVPD basis).

```
19
Properties=species:S:1:pos:R:3:nbo_charge:R:1
N 0.098 -0.277 -3.079 -0.917
C 0.309 0.826 -2.027 0.138
O 0.973 0.361 -0.940 -0.967
H 0.382 0.027 -4.012 0.311
H 0.843 -0.972 -2.947 0.342
H 0.832 1.660 -2.533 0.060
H -0.727 1.163 -1.784 0.067
C -0.131 -1.032 1.672 -0.242
C -0.423 0.477 1.629 -0.206
N 0.958 1.149 1.741 -0.898
N -1.357 -1.699 1.184 -0.881
H 0.743 -1.076 0.958 0.224
H 0.138 -1.299 2.693 0.166
H -0.972 0.669 0.714 0.187
H -1.002 0.745 2.519 0.156
H 0.893 2.065 2.171 0.326
H 1.347 1.266 0.781 0.422
H -1.539 -1.316 0.220 0.366
H -1.364 -2.738 1.041 0.345
```

Summary:
E_HOMO   -3.0 eV
Charge   -1
Kohn-Sham gap   7.477 eV

---

Which structure is the least stable? The one labeled <Q>.